[1]
{
  "formula": "C22H28N10PSY",
  "method": "ωB97M-V/def2-TZVPD",
  "species": ["Y", "C", "N", "C", "C", "N", "C", "P", "C", "N", "C", "C", "N", "C", "C", "N", "C", "C", "N", "C", "H", "H", "H", "H", "H", "H", "H", "H", "H", "H", "H", "H", "H", "H", "H", "C", "C", "N", "C", "S", "N", "N", "C", "C", "C", "C", "C", "C", "C", "N", "H", "H", "H", "H", "H", "H", "H", "H", "H", "H", "H", "H", "H"],
  "xyz": [[-0.8614, 0.0180, -0.1229], [4.1200, 2.3159, 1.9304], [3.0121, 2.1087, 1.0013], [2.8375, 2.8150, -0.1533], [1.7352, 2.2932, -0.7637], [1.2547, 1.2551, -0.0159], [2.0438, 1.1651, 1.0559], [1.9486, -0.0924, 2.3769], [0.2302, 0.1413, 2.9719], [-0.8942, 0.3021, 2.2651], [-1.9109, 0.4291, 3.1732], [-1.3978, 0.3459, 4.4338], [-0.0529, 0.1655, 4.2933], [0.8889, 0.0242, 5.4032], [1.7367, -1.5549, 1.3153], [0.8033, -1.6955, 0.3764], [1.0321, -2.9007, -0.2259], [2.1348, -3.4745, 0.3375], [2.5608, -2.6267, 1.3194], [3.7164, -2.8715, 2.1759], [4.2972, 3.3833, 2.0313], [5.0174, 1.8300, 1.5524], [3.8638, 1.9048, 2.9022], [3.5003, 3.6156, -0.4323], [1.2792, 2.5929, -1.6923], [-2.9374, 0.5624, 2.8748], [-1.8660, 0.3953, 5.4012], [0.3262, 0.0679, 6.3305], [1.6143, 0.8341, 5.3863], [1.3989, -0.9343, 5.3431], [0.4009, -3.2735, -1.0153], [2.6338, -4.4076, 0.1417], [3.6803, -3.8966, 2.5358], [3.6869, -2.1950, 3.0252], [4.6351, -2.7120, 1.6150], [-3.6324, -4.4901, -3.1390], [-2.1826, -4.4316, -2.6886], [-1.5340, -3.1703, -3.0397], [-1.6743, -1.9980, -2.4002], [-2.4003, -2.0245, -0.7959], [-1.2368, -0.9396, -3.0703], [-1.3465, 0.2234, -2.3552], [-1.5284, 1.3442, -2.9578], [-1.7256, 1.4808, -4.4271], [-1.5977, 2.5279, -2.0572], [-1.6978, 3.8167, -2.5626], [-1.7799, 4.8871, -1.6818], [-1.7538, 4.6446, -0.3200], [-1.6308, 3.3343, 0.1096], [-1.5515, 2.2969, -0.7236], [-4.0689, -5.4526, -2.8735], [-3.7117, -4.3709, -4.2196], [-4.2198, -3.7070, -2.6597], [-1.5985, -5.2240, -3.1567], [-2.1034, -4.5703, -1.6113], [-1.1922, -3.0725, -3.9863], [-1.9609, 0.5083, -4.8503], [-0.8143, 1.8445, -4.9088], [-2.5279, 2.1822, -4.6500], [-1.7163, 3.9841, -3.6288], [-1.8665, 5.8960, -2.0618], [-1.8245, 5.4462, 0.4005], [-1.5912, 3.1039, 1.1687]],
  "energy_ha": -2180.29098,
  "fmax_ev_per_a": 0.5,
  "total_charge": 2,
  "e_lumo_ev": -5.7
}



[2]
{
  "formula": "C5H10N2",
  "method": "ωB97M-V/def2-TZVPD",
  "species": ["C", "C", "C", "C", "C", "N", "N", "H", "H", "H", "H", "H", "H", "H", "H", "H", "H"],
  "xyz": [[1.9700, -0.8646, 0.4240], [-1.7383, -1.5047, -0.2471], [-0.0721, 1.1831, 1.1762], [-0.0919, 0.7910, -1.3989], [-0.3289, 0.2004, 0.0340], [0.7722, -1.1812, 0.2233], [-1.6213, -0.3571, 0.1578], [2.6539, -1.6792, 0.5445], [2.4038, 0.1402, 0.5711], [-2.8859, -1.7611, -0.2291], [-0.9903, -2.2392, -0.5428], [-0.4764, 2.1883, 1.0667], [-0.5458, 0.8942, 2.1197], [1.0365, 1.3787, 1.3285], [-0.8097, 0.2806, -2.0850], [-0.3027, 1.8528, -1.4329], [1.0270, 0.6778, -1.7099]],
  "energy_ha": -305.92014,
  "fmax_ev_per_a": 5.8,
  "e_lumo_ev": 1.0,
  "smiles": "C=NC(C)(C)N=C"
}



Number 1: frontier orbital gap 7.366 eV. Number 2: frontier orbital gap 9.888 eV.